1.
{"formula": "C4H7O4S", "method": "ωB97M-V with the def2-TZVPD basis set", "e_lumo_ev": 3.558, "homo_ev": -4.7, "e_above_lowest_kcal_mol": 24.4, "total_energy_ha": -855.7684, "spin_multiplicity": 1, "homo_lumo_gap_ha": 0.30346, "charge": -1, "molar_mass_g_mol": 151.163, "symbols": ["C", "C", "C", "O", "C", "S", "O", "O", "O", "H", "H", "H", "H", "H", "H", "H"], "positions_angstrom": [[0.62965, 2.13220, -0.19228], [0.36758, 0.91688, -0.57905], [-0.17911, -0.11747, 0.27145], [0.10239, -1.37219, -0.23466], [1.33455, -1.82658, 0.11957], [-2.04493, -0.02558, 0.07297], [-2.30576, 0.05004, -1.36047], [-2.32657, 1.23577, 0.80344], [-2.67399, -1.14757, 0.75596], [0.85910, 2.90723, -0.84787], [0.55329, 2.52122, 0.79572], [0.48532, 0.51817, -1.56985], [0.09369, 0.01552, 1.30327], [1.91374, -1.00104, 0.43305], [1.88042, -2.21514, -0.75427], [1.31065, -2.59146, 0.98302]], "forces_ev_per_a": [[0.2, 0.7, 0.5], [0.4, -0.5, -0.4], [-2.2, -0.4, -0.2], [-0.6, -1.1, -0.5], [1.1, -1.8, 0.7], [-1.3, 2.0, 1.6], [0.5, -0.2, 0.2], [0.4, -0.7, -0.8], [0.8, -0.5, -0.3], [0.7, 1.0, -1.5], [-0.4, -0.4, 0.9], [0.0, 0.5, -0.7], [-0.2, -0.2, 0.7], [1.1, 0.9, 0.7], [-0.3, -0.4, 0.2], [0.0, 0.9, -1.3]], "nbo_charge": [-0.385, -0.200, -0.194, -0.530, -0.235, 2.369, -1.014, -1.055, -1.008, 0.177, 0.188, 0.212, 0.188, 0.162, 0.168, 0.156]}


2.
{"formula": "C4H7OP", "method": "ωB97M-V with the def2-TZVPD basis set", "e_lumo_ev": [0.041, -0.430], "homo_ev": [-7.7, -7.5], "e_above_lowest_kcal_mol": 64.3, "total_energy_ha": -573.0928, "spin_multiplicity": 1, "homo_lumo_gap_ha": [0.28510, 0.26044], "charge": 0, "molar_mass_g_mol": 102.073, "symbols": ["C", "C", "C", "C", "O", "P", "H", "H", "H", "H", "H", "H", "H"], "positions_angstrom": [[-1.21407, 0.09528, 0.37591], [0.62935, -1.20686, -0.69362], [0.66605, 1.45598, -0.00345], [-0.44530, -1.17968, 0.31336], [-0.61957, 1.09325, -0.42969], [1.84413, -0.00770, 0.23644], [-2.22364, -0.03639, -0.03348], [-1.31751, 0.45386, 1.41584], [1.11431, -2.17037, -0.81223], [0.33881, -0.78253, -1.65388], [1.06963, 2.09890, -0.79111], [0.62144, 2.04799, 0.92926], [-0.46362, -1.86172, 1.14663]], "forces_ev_per_a": [[-0.4, 0.1, 0.2], [0.2, 0.0, -0.4], [0.6, 0.1, 0.3], [2.3, 1.4, 0.2], [-0.4, 0.0, -0.2], [-2.2, -1.0, 0.1], [0.0, 0.0, 0.0], [-0.1, -0.1, -0.2], [0.0, 0.0, 0.0], [0.1, -0.1, 0.0], [0.0, 0.0, 0.1], [0.0, -0.1, -0.2], [0.0, -0.2, 0.1]], "nbo_charge": [-0.138, -0.707, -0.370, -0.142, -0.526, 0.426, 0.209, 0.180, 0.237, 0.231, 0.210, 0.178, 0.213]}


3.
{"formula": "C4H7OP", "method": "ωB97M-V with the def2-TZVPD basis set", "e_lumo_ev": 0.828, "homo_ev": -8.9, "e_above_lowest_kcal_mol": 81.4, "total_energy_ha": -573.0656, "spin_multiplicity": 1, "homo_lumo_gap_ha": 0.35773, "charge": 0, "molar_mass_g_mol": 102.073, "symbols": ["C", "C", "P", "C", "C", "O", "H", "H", "H", "H", "H", "H", "H"], "positions_angstrom": [[2.46996, -1.04037, 0.73512], [1.88153, -0.08594, 0.25962], [1.17369, 1.30830, -0.42699], [-0.55383, 0.22270, -1.10353], [-1.54918, 0.26269, 0.03299], [-1.04406, -0.38989, 1.12913], [3.07577, -1.86835, 0.96505], [0.65666, 1.91899, 0.72095], [-0.96980, 0.65748, -2.05604], [-0.40422, -0.86037, -1.07662], [-2.51406, -0.35951, -0.26591], [-1.72147, 1.39096, 0.28941], [-0.50097, -1.15671, 0.79683]], "forces_ev_per_a": [[-0.8, 1.4, -1.1], [1.5, -2.0, 1.7], [-2.2, -0.5, -2.5], [0.5, 1.5, 0.8], [-2.2, 1.4, -1.0], [1.4, -1.4, 1.0], [0.2, -0.4, 0.4], [-0.4, -0.2, 0.3], [0.7, -0.6, 0.9], [1.1, 0.2, -1.2], [1.3, 1.9, 0.2], [-0.4, -2.2, -0.1], [-0.7, 1.1, 0.7]], "nbo_charge": [-0.198, -0.413, 0.524, -0.577, -0.077, -0.717, 0.236, -0.012, 0.231, 0.201, 0.160, 0.176, 0.466]}


4.
{"formula": "C4H7OP", "method": "ωB97M-V with the def2-TZVPD basis set", "e_lumo_ev": 1.027, "homo_ev": -9.1, "e_above_lowest_kcal_mol": 40.3, "total_energy_ha": -573.1310, "spin_multiplicity": 1, "homo_lumo_gap_ha": 0.37248, "charge": 0, "molar_mass_g_mol": 102.073, "symbols": ["C", "O", "C", "P", "C", "C", "H", "H", "H", "H", "H", "H", "H"], "positions_angstrom": [[-1.02854, -0.20942, 0.43957], [-0.92045, 0.93846, -0.35673], [0.15414, 1.64965, 0.04364], [1.64498, 0.51370, 0.19766], [0.94031, -0.97126, -0.75030], [0.35115, -0.81073, 0.57748], [-1.49019, -0.95652, -0.10945], [-1.46634, 0.10928, 1.43678], [0.12542, 2.58849, -0.52783], [0.12060, 2.13668, 1.01252], [1.51157, -1.90124, -0.89795], [0.35634, -0.74854, -1.61235], [0.48765, -1.58670, 1.26045]], "forces_ev_per_a": [[1.0, 1.2, 2.4], [-1.8, -0.7, -0.4], [1.5, 2.0, -0.6], [-0.3, -1.1, 0.1], [1.2, -0.4, -0.4], [0.1, 1.7, -0.6], [-2.2, -1.1, -0.7], [0.1, -0.8, -1.0], [0.8, -0.6, -0.8], [-0.5, -0.5, 1.1], [0.3, 0.8, 0.1], [-0.6, 0.2, -0.5], [0.2, -0.9, 1.2]], "nbo_charge": [-0.075, -0.513, -0.341, 0.582, -0.646, -0.459, 0.196, 0.173, 0.213, 0.172, 0.237, 0.229, 0.234]}


5.
{"formula": "C4H7OP", "method": "ωB97M-V with the def2-TZVPD basis set", "e_lumo_ev": 1.003, "homo_ev": -9.1, "e_above_lowest_kcal_mol": 40.0, "total_energy_ha": -573.1315, "spin_multiplicity": 1, "homo_lumo_gap_ha": 0.37245, "charge": 0, "molar_mass_g_mol": 102.073, "symbols": ["C", "C", "C", "C", "P", "O", "H", "H", "H", "H", "H", "H", "H"], "positions_angstrom": [[2.07044, 1.31832, -0.29130], [0.90211, 0.82767, 0.20116], [-0.21430, 0.00864, -0.42159], [-1.89230, -0.25764, -0.04045], [-0.70474, -1.50561, 0.44934], [-0.39645, -1.74577, 1.85745], [2.30378, 1.31086, -1.34233], [2.76987, 1.77296, 0.38130], [0.77915, 0.88933, 1.27908], [-0.12090, -0.09382, -1.49634], [-2.45184, -0.28287, -0.95602], [-2.26852, 0.37961, 0.74588], [-0.77630, -2.62168, -0.36619]], "forces_ev_per_a": [[-2.3, -0.8, 0.0], [0.1, 0.2, 0.5], [0.0, -0.8, -0.1], [2.6, 0.6, 0.2], [-0.6, 1.4, -0.9], [0.3, -0.2, 0.8], [0.1, -0.1, -0.2], [0.2, 0.1, 0.2], [0.1, 0.1, 0.1], [0.0, -0.1, -0.1], [-0.2, -0.1, -0.2], [-0.1, 0.0, 0.1], [0.0, -0.3, -0.4]], "nbo_charge": [-0.397, -0.181, -0.579, -0.753, 1.703, -1.050, 0.191, 0.208, 0.205, 0.236, 0.245, 0.252, -0.081]}


6.
{"formula": "C4H8", "method": "ωB97M-V with the def2-TZVPD basis set", "e_lumo_ev": [3.670, 3.626], "homo_ev": [1.6, -2.2], "e_above_lowest_kcal_mol": 41.8, "total_energy_ha": -157.0565, "spin_multiplicity": 2, "homo_lumo_gap_ha": [0.07538, 0.21418], "charge": -1, "molar_mass_g_mol": 56.108, "symbols": ["C", "C", "H", "H", "H", "H", "C", "C", "H", "H", "H", "H"], "positions_angstrom": [[1.71556, -1.74017, 1.58360], [0.91937, -2.52614, 0.70346], [2.51123, -2.19568, 2.17081], [1.67143, -0.67399, 1.67179], [0.82753, -3.58513, 0.85213], [0.28208, -2.03671, -0.03089], [-1.58696, 2.57328, -0.80516], [-0.99626, 1.65232, -1.54954], [-1.23718, 2.88370, 0.17266], [-2.56694, 2.97299, -1.05172], [-0.05633, 1.26479, -1.23979], [-1.48354, 1.41076, -2.47736]], "forces_ev_per_a": [[0.2, -0.7, 0.2], [0.2, 0.8, -0.1], [0.0, 0.0, 0.0], [-0.1, 0.6, -0.2], [-0.1, -0.4, -0.1], [-0.2, -0.2, 0.1], [-0.6, -0.1, 0.5], [-0.6, 1.2, 0.2], [0.3, 0.0, -0.1], [0.1, 0.0, -0.2], [0.6, -0.6, -0.1], [0.3, -0.5, -0.3]], "nbo_charge": [-0.768, -0.780, 0.136, 0.137, 0.145, 0.137, -0.399, -0.372, 0.189, 0.172, 0.217, 0.186]}


Copy entry 2 word for word.
{"formula": "C4H7OP", "method": "ωB97M-V with the def2-TZVPD basis set", "e_lumo_ev": [0.041, -0.430], "homo_ev": [-7.7, -7.5], "e_above_lowest_kcal_mol": 64.3, "total_energy_ha": -573.0928, "spin_multiplicity": 1, "homo_lumo_gap_ha": [0.28510, 0.26044], "charge": 0, "molar_mass_g_mol": 102.073, "symbols": ["C", "C", "C", "C", "O", "P", "H", "H", "H", "H", "H", "H", "H"], "positions_angstrom": [[-1.21407, 0.09528, 0.37591], [0.62935, -1.20686, -0.69362], [0.66605, 1.45598, -0.00345], [-0.44530, -1.17968, 0.31336], [-0.61957, 1.09325, -0.42969], [1.84413, -0.00770, 0.23644], [-2.22364, -0.03639, -0.03348], [-1.31751, 0.45386, 1.41584], [1.11431, -2.17037, -0.81223], [0.33881, -0.78253, -1.65388], [1.06963, 2.09890, -0.79111], [0.62144, 2.04799, 0.92926], [-0.46362, -1.86172, 1.14663]], "forces_ev_per_a": [[-0.4, 0.1, 0.2], [0.2, 0.0, -0.4], [0.6, 0.1, 0.3], [2.3, 1.4, 0.2], [-0.4, 0.0, -0.2], [-2.2, -1.0, 0.1], [0.0, 0.0, 0.0], [-0.1, -0.1, -0.2], [0.0, 0.0, 0.0], [0.1, -0.1, 0.0], [0.0, 0.0, 0.1], [0.0, -0.1, -0.2], [0.0, -0.2, 0.1]], "nbo_charge": [-0.138, -0.707, -0.370, -0.142, -0.526, 0.426, 0.209, 0.180, 0.237, 0.231, 0.210, 0.178, 0.213]}


Repeat the second record exactly.
{"formula": "C4H7OP", "method": "ωB97M-V with the def2-TZVPD basis set", "e_lumo_ev": [0.041, -0.430], "homo_ev": [-7.7, -7.5], "e_above_lowest_kcal_mol": 64.3, "total_energy_ha": -573.0928, "spin_multiplicity": 1, "homo_lumo_gap_ha": [0.28510, 0.26044], "charge": 0, "molar_mass_g_mol": 102.073, "symbols": ["C", "C", "C", "C", "O", "P", "H", "H", "H", "H", "H", "H", "H"], "positions_angstrom": [[-1.21407, 0.09528, 0.37591], [0.62935, -1.20686, -0.69362], [0.66605, 1.45598, -0.00345], [-0.44530, -1.17968, 0.31336], [-0.61957, 1.09325, -0.42969], [1.84413, -0.00770, 0.23644], [-2.22364, -0.03639, -0.03348], [-1.31751, 0.45386, 1.41584], [1.11431, -2.17037, -0.81223], [0.33881, -0.78253, -1.65388], [1.06963, 2.09890, -0.79111], [0.62144, 2.04799, 0.92926], [-0.46362, -1.86172, 1.14663]], "forces_ev_per_a": [[-0.4, 0.1, 0.2], [0.2, 0.0, -0.4], [0.6, 0.1, 0.3], [2.3, 1.4, 0.2], [-0.4, 0.0, -0.2], [-2.2, -1.0, 0.1], [0.0, 0.0, 0.0], [-0.1, -0.1, -0.2], [0.0, 0.0, 0.0], [0.1, -0.1, 0.0], [0.0, 0.0, 0.1], [0.0, -0.1, -0.2], [0.0, -0.2, 0.1]], "nbo_charge": [-0.138, -0.707, -0.370, -0.142, -0.526, 0.426, 0.209, 0.180, 0.237, 0.231, 0.210, 0.178, 0.213]}